Formula: C43H37N6O3PSW
Source: OMol25
Level of theory: the ωB97M-V functional and the def2-TZVPD basis

Values from the calculation:
strongest force on any atom	0.5	eV Å⁻¹

Geometry as XYZ:
```
92
Properties=species:S:1:pos:R:3:forces:R:3:mulliken_charge:R:1
W 1.61915 1.01689 -0.25595 -0.42 -0.01 -0.23 -0.3001
O 3.50533 0.50804 0.42330 0.16 0.05 0.00 -0.0297
C 4.61173 1.05357 -0.04919 -0.04 -0.04 0.01 0.4485
C 5.73963 0.24327 -0.24918 0.03 0.02 -0.01 -0.7216
C 6.92858 0.78212 -0.68781 0.00 0.00 0.00 -0.5317
C 7.05070 2.15326 -0.93208 0.00 -0.01 0.01 -0.7584
C 5.95958 2.96442 -0.72209 -0.01 -0.01 -0.01 -0.7901
C 4.72964 2.43759 -0.30038 0.01 0.01 0.02 0.4866
C 3.64335 3.35205 -0.03482 -0.01 -0.02 -0.03 -0.2478
N 2.41416 2.99666 0.06572 0.06 0.14 0.09 0.9701
N 1.52217 4.01466 0.40883 0.04 0.00 -0.03 -1.2678
C 0.36773 3.49775 0.69668 -0.01 0.04 0.02 0.5903
O 0.12019 2.22460 0.72317 0.00 -0.03 -0.05 0.0531
C -0.75076 4.41635 1.02978 0.01 -0.02 0.07 0.0703
C -0.50621 5.69520 1.52197 -0.01 0.01 -0.03 -0.4697
C -1.56600 6.53504 1.82435 0.01 0.00 0.01 -0.6820
C -2.87371 6.10661 1.63320 0.00 0.00 0.00 -0.4044
C -3.11927 4.83449 1.13582 0.01 0.01 0.01 -0.9676
C -2.06040 3.98900 0.84002 -0.01 -0.01 -0.02 -0.1425
H 5.63695 -0.81647 -0.05551 0.00 0.00 0.00 0.4359
H 7.78140 0.13233 -0.84254 0.00 0.00 0.00 0.4088
H 7.98885 2.56948 -1.27262 0.00 0.00 0.00 0.3902
H 6.03437 4.03317 -0.88946 0.00 0.00 0.00 0.3982
H 3.86351 4.40708 0.11053 0.01 0.00 0.00 0.4528
H 0.51686 6.01871 1.65723 0.00 0.00 0.00 0.4543
H -1.37255 7.52765 2.21049 0.00 0.00 0.00 0.3855
H -3.69920 6.76612 1.86943 0.00 0.00 0.00 0.3858
H -4.13619 4.49840 0.97566 0.00 0.00 0.00 0.4700
H -2.23945 2.99674 0.44759 0.01 0.05 -0.01 0.5897
C -0.20047 -2.89252 -4.24927 -0.01 -0.01 0.02 -0.4336
C 1.27628 -3.08266 -3.92662 -0.02 0.00 -0.01 -0.5405
N 1.95296 -1.82233 -3.68250 0.01 0.02 0.00 -0.1114
C 1.96170 -1.20312 -2.48372 0.08 -0.09 0.04 0.2060
S 2.72220 0.36718 -2.40525 0.03 -0.01 0.04 -0.7372
N 1.45820 -1.84873 -1.45962 -0.01 0.06 0.01 -1.6809
N 1.51710 -1.12823 -0.28907 0.00 -0.07 -0.01 1.7227
C 1.60385 -1.81171 0.80414 0.00 0.00 0.00 0.5992
C 1.77166 -3.29364 0.80212 0.00 -0.03 -0.02 -1.3477
C 1.51710 -1.00947 2.01669 0.00 0.00 -0.02 0.5221
C 1.45052 -1.55799 3.29711 0.00 0.02 0.01 -0.6929
C 1.34478 -0.72180 4.38674 0.00 -0.02 0.00 -0.8039
C 1.32228 0.65207 4.18044 -0.01 0.03 0.01 -1.0084
C 1.38655 1.13017 2.89091 -0.01 -0.03 -0.02 -0.3857
N 1.46194 0.32437 1.82465 0.04 -0.02 0.03 0.6342
H -0.70694 -3.85580 -4.34000 0.00 0.00 0.00 0.3644
H -0.33228 -2.34894 -5.18664 0.01 0.00 0.01 0.3621
H -0.68307 -2.31667 -3.45792 0.01 -0.01 -0.02 -0.2817
H 1.79115 -3.58646 -4.74623 0.00 0.00 0.00 0.4032
H 1.39175 -3.69484 -3.03299 0.01 0.00 0.00 0.2400
H 2.29541 -1.28511 -4.45959 -0.01 0.01 -0.01 0.2573
H 2.56126 -3.56201 0.09981 0.00 0.01 0.00 0.3285
H 0.85970 -3.78397 0.45599 0.01 0.00 0.02 -0.0022
H 2.02765 -3.67722 1.78575 0.01 0.01 0.00 0.6474
H 1.46965 -2.62912 3.42684 0.00 0.00 -0.01 0.3227
H 1.28684 -1.13150 5.38647 0.00 0.00 0.00 0.4622
H 1.26110 1.34865 5.00419 0.00 0.00 0.00 0.4992
H 1.38079 2.18965 2.68731 0.01 0.01 0.01 0.4366
O 0.37529 1.97311 -1.71562 -0.04 -0.03 0.05 -0.7424
C -0.00437 0.81032 -1.46254 0.10 -0.01 0.15 0.3022
C -1.15974 0.17816 -2.10004 0.07 0.02 -0.10 0.7036
C -1.44540 0.53271 -3.42059 -0.03 -0.01 0.00 -0.4240
C -2.53235 -0.02507 -4.06634 0.00 0.02 0.01 -0.9126
C -3.34831 -0.92139 -3.38554 -0.01 -0.01 -0.01 -0.8599
C -3.07310 -1.25795 -2.06992 0.01 -0.01 0.01 0.0669
C -1.96796 -0.72829 -1.40538 -0.07 0.00 -0.02 0.3868
P -1.62331 -1.08706 0.37344 0.06 0.04 0.01 1.8417
C -1.78853 -2.90769 0.43246 -0.04 -0.01 0.04 0.2180
C -1.52945 -3.74008 -0.65303 0.00 0.00 -0.03 -0.2144
C -1.49185 -5.12050 -0.49478 0.00 0.00 0.00 -0.4355
C -1.70785 -5.68926 0.75064 0.00 0.00 0.00 -0.6524
C -1.96099 -4.86804 1.84328 0.00 0.00 0.00 -0.6850
C -1.99400 -3.49206 1.68614 0.00 -0.02 -0.02 -1.0041
C -3.18760 -0.51837 1.13971 -0.01 0.05 -0.01 0.3417
C -3.11428 0.72276 1.77146 0.01 -0.03 0.01 -0.5211
C -4.24016 1.28713 2.35646 0.00 0.00 0.00 -0.6493
C -5.44585 0.60237 2.33362 0.00 0.00 -0.01 -0.6137
C -5.52408 -0.64451 1.72440 0.00 -0.01 -0.02 -0.7526
C -4.40331 -1.19982 1.12609 0.00 -0.02 0.02 -0.3563
H -0.79906 1.24314 -3.92008 0.00 0.00 0.00 0.5479
H -2.75209 0.24233 -5.09180 0.00 -0.01 0.00 0.4279
H -4.20844 -1.35434 -3.88086 0.00 0.00 0.00 0.4405
H -3.72969 -1.94477 -1.54941 0.02 0.01 -0.02 0.2809
H -1.33394 -3.31297 -1.62778 0.00 0.00 0.01 -0.0439
H -1.28768 -5.75103 -1.35142 0.00 0.00 0.00 0.4386
H -1.67814 -6.76438 0.87271 0.00 0.00 0.00 0.3888
H -2.13040 -5.30170 2.82096 0.00 0.00 0.00 0.4210
H -2.18237 -2.85983 2.54753 0.00 0.00 0.00 0.4680
H -2.16247 1.24380 1.80105 -0.01 -0.02 0.01 0.3549
H -4.16826 2.25626 2.83469 0.00 -0.01 0.00 0.5026
H -6.32487 1.03423 2.79514 0.00 0.00 0.00 0.3826
H -6.46299 -1.18387 1.71328 0.00 0.00 0.00 0.4192
H -4.47226 -2.17639 0.66018 0.00 0.00 0.02 0.2754
```
Forces are in eV/Å.

---

Formula: C43H39BrN5O4RuS3
Source: OMol25
Level of theory: the ωB97M-V functional and the def2-TZVPD basis

Values from the calculation:
spin multiplicity	2
<S²>	1.091
strongest force on any atom	1.5	eV Å⁻¹

Geometry as XYZ:
```
96
Properties=species:S:1:pos:R:3:forces:R:3:lowdin_spin:R:1
Ru 0.22185 0.09068 -0.12360 0.68 1.31 0.01 0.0356
O 4.44819 2.94500 -2.05163 0.02 0.00 0.04 0.0012
C 4.66420 1.64067 -2.38435 -0.01 0.00 -0.03 0.0001
C 5.68685 1.40626 -3.30120 -0.01 0.00 0.01 0.0004
C 5.96376 0.11994 -3.71907 0.00 -0.01 0.00 0.0001
C 5.22103 -0.95659 -3.24176 0.00 0.01 0.00 0.0008
C 4.21474 -0.72323 -2.32608 0.00 0.01 -0.01 0.0024
C 3.94091 0.56601 -1.86954 0.02 0.01 -0.03 0.0003
C 2.84307 0.75122 -0.86631 0.07 -0.06 0.17 0.0223
O 1.59461 0.46366 -1.39810 -0.13 -0.14 0.11 0.0265
N 3.03797 -0.14045 0.27590 -0.13 0.01 0.02 0.2806
N 1.97967 -0.15973 1.09022 0.06 -0.41 -0.01 0.4175
C 2.23181 -0.70817 2.34574 0.02 0.09 -0.12 0.0061
C 1.44066 -0.49903 3.37068 -0.10 -0.03 0.05 0.1450
Br -0.96091 -1.50827 1.43033 -0.24 -0.13 -0.02 0.0366
C 0.64841 -0.29477 4.38283 0.02 0.05 -0.03 0.0220
C 0.77185 0.81798 5.34305 -0.01 -0.03 0.02 0.0085
C -0.05915 0.84808 6.45909 -0.04 0.06 -0.05 -0.0019
C 0.01452 1.89642 7.36561 -0.01 0.00 -0.01 0.0008
C 0.92129 2.92570 7.16577 0.00 0.01 0.00 -0.0031
C 1.75911 2.90025 6.05647 0.00 -0.01 -0.02 0.0006
C 1.68490 1.85493 5.15242 0.04 -0.01 0.08 -0.0001
H 3.60611 3.06926 -1.59771 -0.01 0.00 -0.04 0.0006
H 6.23801 2.25462 -3.68323 0.00 0.01 0.00 0.0000
H 6.75717 -0.04527 -4.43642 0.00 0.00 0.00 0.0000
H 5.42373 -1.96074 -3.58722 0.00 -0.01 -0.01 0.0000
H 3.60383 -1.53839 -1.95542 0.00 -0.01 0.01 0.0019
H 2.82464 1.77629 -0.45823 0.00 0.06 -0.06 0.0087
H 3.96187 -0.26866 0.66846 0.03 0.12 0.04 0.0100
H 3.12830 -1.31527 2.44731 0.01 0.00 0.01 0.0009
H -0.19726 -0.96858 4.49863 0.06 -0.03 0.05 0.0085
H -0.77417 0.04884 6.61143 0.00 -0.01 0.00 0.0001
H -0.63939 1.90880 8.22766 0.00 0.00 0.00 0.0002
H 0.97847 3.74478 7.87022 0.00 0.00 0.00 -0.0002
H 2.47031 3.70053 5.89661 0.00 0.00 0.00 0.0002
H 2.34094 1.83665 4.29054 0.01 -0.01 -0.03 0.0011
S -1.23206 0.96462 -1.77252 -0.08 -0.22 -0.06 0.0029
C -0.45894 2.51277 -1.70129 0.01 -0.05 0.19 0.0044
N 0.41096 2.84675 -0.78914 -0.07 -0.08 -0.12 0.0118
C 0.90304 4.11895 -1.00906 0.08 0.04 -0.02 0.0012
C 1.86758 4.75766 -0.22793 0.01 -0.01 -0.02 0.0006
C 2.28982 6.02422 -0.58818 0.01 0.00 0.02 0.0000
C 1.76027 6.66447 -1.71046 -0.01 0.00 -0.01 0.0002
C 0.80177 6.04540 -2.49360 0.02 0.00 0.02 0.0002
C 0.38361 4.76977 -2.13752 -0.01 0.02 0.02 0.0008
S -0.75989 3.72752 -2.92115 -0.09 0.00 -0.05 -0.0002
H 2.26808 4.25995 0.64761 -0.01 -0.01 0.01 0.0002
H 3.03940 6.52819 0.00734 0.01 0.00 0.00 0.0000
H 2.10592 7.65467 -1.97383 0.00 0.01 0.00 0.0000
H 0.39586 6.54125 -3.36497 -0.01 0.00 -0.01 0.0000
C 2.97024 -7.57496 -3.84738 -0.01 -0.02 0.01 -0.0001
C 1.97858 -8.35577 -4.67005 0.04 0.03 -0.07 -0.0005
O 2.26867 -9.34986 -5.28010 -0.02 -0.03 0.06 -0.0002
S 0.28628 -7.78292 -4.79830 -0.02 0.03 -0.01 -0.0007
C 0.27610 -6.25578 -3.89136 0.00 -0.01 0.00 -0.0055
C -0.18997 -6.22636 -2.58086 0.00 -0.01 0.01 0.0009
C -0.20497 -5.03767 -1.87202 0.00 0.01 0.01 -0.0051
C 0.24368 -3.85404 -2.46349 0.04 -0.02 -0.07 -0.0017
C 0.69829 -3.88970 -3.78568 -0.02 0.00 0.02 -0.0051
C 0.70655 -5.07791 -4.49404 0.00 0.00 -0.01 0.0009
C 0.23250 -2.62482 -1.73330 0.02 0.01 -0.10 -0.0246
C 0.21710 -1.58437 -1.12241 -0.26 -0.22 0.09 0.0004
H 3.75508 -8.26192 -3.53960 0.02 0.01 -0.01 0.0000
H 2.51782 -7.08913 -2.98674 0.01 -0.03 0.01 0.0000
H 3.40982 -6.80011 -4.47856 -0.02 0.01 0.01 0.0000
H -0.53331 -7.14210 -2.11703 -0.01 0.00 0.00 0.0002
H -0.56384 -5.01094 -0.85167 0.00 0.00 0.00 -0.0002
H 1.03302 -2.97124 -4.24913 0.00 0.00 -0.01 -0.0002
H 1.04719 -5.09779 -5.52139 0.00 0.00 0.00 0.0002
C -4.78357 -1.07391 0.88925 0.02 0.00 -0.03 0.0005
C -4.63784 -0.26829 2.17148 0.00 0.02 0.04 0.0007
N -5.15943 1.09173 2.06384 0.00 0.01 -0.08 0.0000
C -6.60969 1.24279 1.93722 -0.01 -0.02 0.03 0.0000
C -7.04467 1.62842 0.53141 0.00 0.01 -0.01 0.0000
C -4.44052 2.23548 2.14989 0.00 -0.01 0.02 -0.0002
O -4.96630 3.33897 2.18837 0.01 0.03 0.05 -0.0002
C -2.93835 2.16097 2.19672 0.01 -0.06 -0.05 -0.0008
C -2.25373 2.91133 3.14041 0.03 0.05 -0.02 0.0018
C -0.86949 2.91128 3.12390 -0.04 0.04 0.00 -0.0012
C -0.21625 2.16821 2.15999 0.09 0.00 -0.05 -0.0007
N -0.87164 1.45555 1.24449 -0.14 -0.38 -0.09 -0.0175
C -2.20477 1.45550 1.25921 -0.07 0.03 0.07 0.0002
H -4.29187 -2.03998 1.00003 -0.01 -0.01 0.01 0.0006
H -4.32102 -0.56200 0.04332 0.01 -0.01 0.02 -0.0001
H -5.83254 -1.24757 0.64562 -0.01 0.01 -0.01 0.0000
H -3.59524 -0.23539 2.47758 0.04 0.03 -0.02 0.0010
H -5.18296 -0.76452 2.98066 0.02 -0.01 0.00 0.0000
H -6.93559 2.00329 2.64723 0.00 0.00 -0.01 0.0000
H -7.05508 0.29174 2.23347 0.00 0.00 -0.01 0.0000
H -6.63147 2.59964 0.26427 0.01 0.00 0.00 0.0000
H -8.13218 1.69262 0.47881 -0.01 0.01 0.01 0.0000
H -6.71036 0.89260 -0.20007 0.00 -0.01 0.00 0.0000
H -2.80850 3.49634 3.86210 0.00 0.00 0.00 0.0001
H -0.29548 3.47613 3.84447 0.00 -0.01 0.00 -0.0002
H 0.86295 2.14991 2.09670 0.03 -0.03 0.03 0.0012
H -2.68801 0.87766 0.48619 0.00 -0.03 0.02 -0.0004
```
Forces are in eV/Å.

---

What E_tot values result from the calculations? In sequence: -82226.7684, -165991.8218 eV.
What energy above the lowest of the compared OMol25 structures with the same formula, charge and spin values result from the calculations? In sequence: 0.0, 268.4 kJ/mol.